[1]
Molecular formula: C29H39N11O2RuSSi
Method: DFT, the ωB97M-V functional and the def2-TZVPD basis

Each line ends with the Mulliken spin population.
Element x y z (Å)
Ru: 1.5665 -0.1434 -0.5601  -0.036
O: -0.0938 1.4567 -3.9734  -0.034
C: 0.8377 1.1945 -2.9052  0.633
N: 0.9893 -0.0582 -2.4740  0.016
C: 0.6428 -1.2296 -3.0801  0.007
O: 0.0875 -1.3578 -4.1645  0.126
C: 1.0501 -2.4271 -2.2480  0.009
C: 0.9497 -3.6990 -2.7770  0.015
C: 1.3854 -4.7767 -2.0185  -0.005
C: 1.8976 -4.5374 -0.7555  0.016
C: 1.9427 -3.2336 -0.2859  -0.010
N: 1.5304 -2.1960 -1.0080  0.017
C: 1.1414 2.3031 -2.0359  -0.149
C: 0.9568 3.6080 -2.4390  0.260
C: 1.1921 4.6352 -1.4637  -0.077
C: 1.4680 4.3063 -0.1950  0.143
C: 1.4702 2.8690 0.2603  -0.021
N: 1.5726 1.9190 -0.8106  -0.003
H: 0.5509 -3.8081 -3.7759  0.002
H: 1.3273 -5.7840 -2.4085  0.000
H: 2.2480 -5.3444 -0.1279  0.001
H: 2.3067 -3.0017 0.7068  0.000
H: 0.7429 3.8848 -3.4670  0.002
H: 1.1372 5.6753 -1.7590  -0.002
H: 1.6186 5.0705 0.5567  0.005
H: 2.3007 2.7001 0.9603  0.020
C: 0.8543 -0.9610 4.1890  0.000
N: 2.2142 -0.6029 3.8186  0.000
C: 2.9022 0.1977 4.8250  0.000
C: 2.4804 -0.4400 2.4803  0.003
N: 1.6130 -0.4717 1.5453  0.000
N: 3.8262 -0.3205 2.1748  0.000
C: 4.3863 -0.2188 0.9183  0.002
N: 5.7361 -0.3977 0.9270  0.000
N: 3.6993 0.0324 -0.1346  -0.001
H: 0.8657 -1.3089 5.2200  0.000
H: 0.4822 -1.7731 3.5650  0.000
H: 0.1661 -0.1095 4.1191  0.000
H: 2.9311 -0.3566 5.7615  0.000
H: 2.3802 1.1448 4.9990  0.000
H: 3.9236 0.4340 4.5404  0.000
H: 0.6672 -0.6073 1.8881  0.000
H: 4.4527 -0.5764 2.9177  0.000
H: 6.2652 -0.4345 1.7784  0.000
H: 6.2506 -0.2584 0.0761  0.000
H: 4.2764 0.1099 -0.9622  0.001
C: -3.0689 -0.3096 -1.5686  -0.003
Si: -2.3571 1.3803 -1.8813  -0.006
C: -3.7121 2.6125 -2.2636  0.002
C: -1.5614 1.1713 -3.6571  0.052
N: -1.2317 1.7176 -0.6490  -0.007
C: -1.0788 2.5980 0.2712  0.025
C: 0.1586 2.5497 1.1279  -0.014
C: 0.1610 3.4295 2.3239  0.012
C: -0.7839 4.3436 2.5514  -0.007
C: -1.9055 4.4614 1.6337  0.004
C: -2.0522 3.6533 0.5716  -0.004
H: -3.6766 -0.6496 -2.4109  0.001
H: -3.6947 -0.3065 -0.6735  0.001
H: -2.2596 -1.0240 -1.4009  0.010
H: -4.2170 2.3509 -3.1970  0.000
H: -3.3111 3.6229 -2.3720  -0.001
H: -4.4716 2.6350 -1.4800  0.000
H: -2.0782 1.8094 -4.3735  -0.003
H: -1.6550 0.1396 -3.9910  -0.003
H: -0.0101 2.4160 -4.1403  -0.014
H: 0.2984 1.5080 1.4225  0.006
H: 1.0082 3.3397 2.9974  0.000
H: -0.7356 4.9973 3.4118  0.000
H: -2.6564 5.2168 1.8317  0.000
H: -2.9235 3.7398 -0.0622  0.000
C: -2.7832 -3.8734 -1.4374  0.000
N: -3.3604 -3.7686 -0.1105  0.000
C: -4.6409 -4.1767 0.2280  0.000
C: -4.8103 -3.9288 1.5395  0.000
N: -3.6268 -3.3726 1.9847  0.000
C: -2.7245 -3.2684 0.9794  0.000
S: -1.1605 -2.6549 1.0802  0.006
H: -2.8056 -4.9105 -1.7699  0.000
H: -1.7525 -3.5317 -1.3825  0.001
H: -3.3363 -3.2519 -2.1393  0.000
H: -5.3106 -4.6035 -0.4960  0.000
H: -5.6512 -4.1002 2.1849  0.000
H: -3.4151 -3.0688 2.9185  0.000

As for the charge: +1. The value obtained for the LUMO energy (alpha / beta) is -1.97 / -2.53 eV. As for the HOMO-LUMO gap (alpha / beta): 6.337 / 5.604 eV. Its spin multiplicity is 2. For the energy above the lowest of the compared OMol25 structures with the same formula, charge and spin, the calculation gives 4.083 eV.


[2]
Molecular formula: C29H39N3NiO4P2
Method: DFT, the ωB97M-V functional and the def2-TZVPD basis

Each line ends with the Löwdin charge.
Element x y z (Å)
Ni: -0.3642 0.2559 0.0574  0.262
C: 0.5484 2.1940 -3.1288  -0.109
C: -0.5906 1.2419 -3.4990  -0.525
C: -1.8897 2.0155 -3.7088  -0.112
P: -0.6895 -0.0785 -2.2188  1.099
C: -2.0033 -1.2413 -2.8085  -0.505
C: -1.8458 -2.6823 -2.3084  -0.097
C: -3.3937 -0.7323 -2.3975  -0.099
C: 0.8961 -0.9271 -2.4313  -0.313
C: 1.1983 -1.8128 -3.4588  -0.098
C: 2.4251 -2.4558 -3.5113  -0.095
C: 3.3504 -2.1980 -2.5031  -0.083
C: 3.0769 -1.2962 -1.4856  -0.047
C: 1.8501 -0.6111 -1.4472  -0.323
N: 1.4876 0.3242 -0.4846  -0.065
C: 2.4228 1.0965 0.1919  -0.285
C: 3.6936 1.4183 -0.3203  -0.036
C: 4.5643 2.2140 0.3998  -0.079
C: 4.2149 2.7331 1.6468  -0.096
C: 2.9551 2.4535 2.1423  -0.097
C: 2.0640 1.6576 1.4269  -0.322
P: 0.3770 1.3188 1.9490  1.093
C: 0.5748 0.4684 3.5703  -0.507
C: 1.4048 -0.8020 3.3808  -0.102
C: -0.7512 0.1357 4.2638  -0.088
C: -0.3743 2.9714 2.2700  -0.514
C: -1.8944 2.8845 2.4556  -0.105
C: -0.0623 3.8999 1.0938  -0.110
H: 0.6734 2.9444 -3.9123  0.082
H: 1.4968 1.6708 -3.0022  0.068
H: 0.3275 2.7174 -2.1950  0.067
H: -0.3297 0.7054 -4.4181  0.113
H: -2.2584 2.4362 -2.7696  0.086
H: -2.6771 1.4004 -4.1416  0.059
H: -1.7103 2.8462 -4.3945  0.080
H: -1.9306 -1.2315 -3.9023  0.107
H: -2.1716 -2.7643 -1.2697  0.066
H: -0.8306 -3.0659 -2.3765  0.057
H: -2.4925 -3.3346 -2.8994  0.087
H: -3.4668 -0.6316 -1.3156  0.063
H: -4.1508 -1.4496 -2.7213  0.086
H: -3.6474 0.2343 -2.8283  0.053
H: 0.4531 -2.0231 -4.2194  0.109
H: 2.6501 -3.1523 -4.3075  0.099
H: 4.3054 -2.7100 -2.5091  0.104
H: 3.8174 -1.1073 -0.7190  0.108
H: 3.9845 1.0517 -1.2956  0.106
H: 5.5337 2.4469 -0.0244  0.104
H: 4.9048 3.3516 2.2044  0.098
H: 2.6510 2.8741 3.0966  0.108
H: 1.1379 1.1740 4.1909  0.108
H: 0.8230 -1.5582 2.8513  0.056
H: 1.6685 -1.2139 4.3570  0.084
H: 2.3267 -0.6204 2.8248  0.073
H: -1.4559 -0.3495 3.5857  0.069
H: -1.2375 1.0164 4.6778  0.066
H: -0.5678 -0.5544 5.0900  0.084
H: 0.0947 3.3594 3.1810  0.112
H: -2.3637 2.4293 1.5830  0.067
H: -2.3022 3.8902 2.5791  0.080
H: -2.1904 2.2999 3.3230  0.058
H: -0.4082 3.4572 0.1543  0.065
H: 1.0011 4.1103 0.9937  0.069
H: -0.5940 4.8446 1.2244  0.081
O: -3.8367 -3.6257 2.6179  0.127
C: -2.7097 -4.2404 2.2920  -0.501
O: -2.5052 -5.4041 2.5300  0.100
C: -1.6700 -3.4270 1.5931  -0.045
C: -0.4604 -3.9440 1.1837  0.014
N: 0.2232 -2.9388 0.6040  0.061
N: -0.4708 -1.8009 0.6150  0.051
C: -1.6197 -2.0733 1.1979  -0.163
C: -2.5963 -0.9411 1.2531  -0.570
O: -3.6855 -1.1274 1.7989  0.056
O: -2.2154 0.1438 0.6909  -0.117
H: -3.8305 -2.6657 2.3402  0.063
H: -0.0699 -4.9436 1.2761  0.142
H: 1.1372 -2.9517 0.1751  0.163

The value obtained for the LUMO energy (alpha / beta) is 0.02 / 0.43 eV. As for the HOMO-LUMO gap (alpha / beta): 7.319 / 7.721 eV. Its spin multiplicity is 1.


For reference, energy by record: -2663.6183 -3784.8321 a.u..
For reference, maximum force by record: 0.0328 0.0105 hartree/bohr.